{"formula": "C2H7OS", "method": "the ωB97M-V functional and the def2-TZVPD basis", "elements": ["C", "S", "H", "H", "H", "H", "C", "O", "H", "H", "H"], "positions_angstrom": [[-2.14264, -0.98989, 0.56277], [-2.02422, 0.90163, 0.05374], [-1.66370, -1.30973, -0.30203], [-1.77724, -1.38772, 1.50025], [-3.16776, -1.25860, 0.39992], [2.62862, 2.10622, -0.11066], [1.56104, 0.36000, -0.35949], [2.73922, 1.25009, -0.56086], [2.04742, -0.51296, 0.07807], [0.57909, 0.57183, 0.17344], [1.22016, 0.26913, -1.43515]], "atomic_forces_ev_per_a": [[-0.8571, 2.4421, -0.6146], [-0.0984, -1.0640, 1.1261], [1.3117, -1.5026, -1.0234], [0.3423, 0.3363, 0.1952], [-0.7132, -0.2142, 0.3615], [-0.2096, -0.6149, -0.2102], [0.0765, 0.0845, -1.7924], [-0.9965, 0.8031, 1.1496], [-0.5291, -0.3936, -0.3707], [1.4551, 0.9273, -0.1104], [0.2184, -0.8041, 1.2894]], "lowdin_charge": [-0.60, -0.08, -0.08, -0.01, -0.05, 0.06, -0.16, -0.20, 0.05, -0.01, 0.08], "e_above_lowest_kcal_mol": 45.5, "e_lumo_ha": 0.139, "gap_ev": 6.1, "charge": -1}